A single C14H10Cl2N4 molecule in a non-equilibrium geometry. Source: OMol25; level of theory: ωB97M-V/def2-TZVPD.

Computed properties:
DFT total energy (eV): -45684.841
HOMO energy (eV): -8.88
Kohn-Sham gap (eV): 9.48
Multiplicity: 1
LUMO level (eV): 0.61

Each atom is followed by the atoms it is bonded to, with distances in Å.
Atoms and positions in Å:
1 N 0.000 -0.071 -1.414  N2 1.385, H21 1.015, H22 1.019
2 N 0.000 -0.023 -0.030  N1 1.385, C3 1.367, C13 1.367
3 C -1.069 0.080 0.816  N2 1.367, C4 1.459, N11 1.311
4 C -2.455 0.271 0.404  C3 1.459, C5 1.393, C9 1.395
5 C -3.159 1.367 0.898  C4 1.393, C6 1.381, H23 1.079
6 C -4.474 1.583 0.535  C5 1.381, C7 1.386, H24 1.079
7 C -5.108 0.702 -0.326  C6 1.386, C8 1.383, H25 1.079
8 C -4.434 -0.407 -0.806  C7 1.383, C9 1.386, H26 1.079
9 C -3.117 -0.625 -0.436  C4 1.395, C8 1.386, Cl10 1.736
10 Cl -2.316 -2.064 -0.986  C9 1.736
11 N -0.649 0.013 2.057  C3 1.311, N12 1.328
12 N 0.669 -0.151 2.046  N11 1.328, C13 1.312
13 C 1.077 -0.170 0.799  N2 1.367, N12 1.312, C14 1.458
14 C 2.464 -0.337 0.382  C13 1.458, C15 1.393, C19 1.393
15 C 3.177 -1.437 0.853  C14 1.393, C16 1.381, H27 1.078
16 C 4.498 -1.629 0.497  C15 1.381, C17 1.385, H28 1.079
17 C 5.133 -0.719 -0.333  C16 1.385, C18 1.384, H29 1.079
18 C 4.451 0.395 -0.790  C17 1.384, C19 1.384, H30 1.079
19 C 3.129 0.582 -0.426  C14 1.393, C18 1.384, Cl20 1.739
20 Cl 2.326 2.034 -0.945  C19 1.739
21 H -0.925 0.159 -1.763  N1 1.015
22 H 0.691 0.578 -1.789  N1 1.019
23 H -2.652 2.039 1.573  C5 1.079
24 H -5.006 2.438 0.924  C6 1.079
25 H -6.134 0.868 -0.617  C7 1.079
26 H -4.926 -1.112 -1.457  C8 1.079
27 H 2.671 -2.133 1.503  C15 1.078
28 H 5.035 -2.488 0.867  C16 1.079
29 H 6.163 -0.865 -0.618  C17 1.079
30 H 4.942 1.122 -1.418  C18 1.079

natural (NBO) population analysis, charges in e, atoms 1 to 4: -0.63 -0.16 0.28 -0.13